62
Properties=species:S:1:pos:R:3:mulliken_charge:R:1 method="wB97M-V/def2-TZVPD" max_force_ev_per_a=2.742 e_tot_ha=-5806.3171 orbital_gap_ev="5.51 / 6.63" mol_weight_g_mol=620.4 charge=+1
Co -1.512 -0.037 -0.391 -0.30
Br -5.788 -1.085 5.462 -0.17
C -4.719 -0.509 4.011 -0.12
C -4.265 0.818 3.975 -0.45
C -3.526 1.254 2.903 -0.69
C -3.198 0.386 1.841 0.32
O -2.526 0.809 0.831 -0.61
C -3.614 -0.995 1.921 0.08
C -3.213 -1.917 0.944 0.59
N -2.489 -1.632 -0.145 0.41
C -2.119 -2.635 -1.001 0.80
C -2.519 -3.982 -0.991 -0.92
C -2.013 -4.863 -1.931 -1.06
C -1.115 -4.463 -2.904 -0.81
C -0.692 -3.122 -2.969 0.84
C 0.218 -2.601 -3.910 -0.55
C 0.548 -1.261 -3.857 -0.94
C -0.025 -0.439 -2.898 0.03
N -0.876 -0.908 -1.976 0.19
C -1.208 -2.217 -2.007 0.69
C -4.399 -1.403 3.012 -0.81
H -4.499 1.489 4.786 0.44
H -3.176 2.275 2.854 0.49
H -3.451 -2.956 1.132 0.26
H -3.214 -4.354 -0.257 0.37
H -2.323 -5.897 -1.893 0.40
H -0.730 -5.175 -3.617 0.45
H 0.640 -3.244 -4.665 0.48
H 1.244 -0.836 -4.564 0.44
H 0.199 0.619 -2.876 0.52
H -4.754 -2.421 3.059 0.50
C 3.344 -2.264 1.712 -0.90
C 2.818 -1.092 2.537 -0.88
N 2.665 0.123 1.759 0.08
C 3.793 1.036 1.686 -0.63
C 4.544 0.898 0.366 -1.03
C 1.567 0.391 1.061 0.56
S 0.303 -0.803 1.126 -0.19
N 1.533 1.546 0.407 -0.17
C 0.577 2.011 -0.375 -0.19
O -0.499 1.407 -0.679 -0.41
C 0.785 3.334 -0.990 0.85
C 1.943 4.080 -0.775 -0.10
C 2.093 5.307 -1.395 -0.72
C 1.102 5.801 -2.231 -0.41
C -0.056 5.067 -2.440 -0.78
C -0.216 3.844 -1.823 -0.50
H 3.363 -3.157 2.330 0.39
H 4.351 -2.071 1.358 0.30
H 2.694 -2.449 0.860 0.26
H 3.508 -0.874 3.354 0.40
H 1.849 -1.360 2.967 0.47
H 4.457 0.813 2.522 0.39
H 3.415 2.056 1.791 0.39
H 4.966 -0.098 0.261 0.34
H 5.355 1.617 0.330 0.36
H 3.872 1.086 -0.467 0.24
H 2.714 3.693 -0.126 0.36
H 2.991 5.884 -1.228 0.43
H 1.232 6.758 -2.716 0.41
H -0.831 5.451 -3.085 0.42
H -1.117 3.268 -1.972 0.39


66
Properties=species:S:1:pos:R:3:mulliken_charge:R:1 method="wB97M-V/def2-TZVPD" max_force_ev_per_a=2.427 e_tot_ha=-4517.6637 orbital_gap_ev=8.52 mol_weight_g_mol=629.4
O -1.586 0.275 2.449 -0.40
C -0.391 0.249 2.465 0.33
Br 0.459 0.546 4.220 -0.20
C 0.403 -0.055 1.179 -0.27
C 0.153 0.951 0.071 -0.40
C -0.832 0.765 -0.877 0.87
C -1.738 -0.451 -0.794 -0.87
O -3.014 -0.264 -1.396 -0.47
C -3.786 0.748 -0.800 -0.69
O -3.506 0.879 0.550 -0.10
C -4.572 1.442 1.292 -0.73
C -5.123 2.750 0.736 -0.22
O -5.912 3.373 1.755 -0.55
C -1.021 1.636 -1.899 -0.93
C -0.257 2.758 -1.996 -1.12
C 0.686 2.973 -1.062 0.53
C 0.923 2.087 -0.036 1.10
C 2.009 2.453 0.921 0.61
O 2.039 2.109 2.089 -0.51
C 3.095 3.332 0.379 -0.26
C 2.853 4.190 -0.591 -0.67
C 1.494 4.243 -1.180 -0.02
O 1.029 5.220 -1.734 -0.58
H 1.474 -0.152 1.344 -0.27
H 0.080 -1.045 0.872 0.71
H -1.253 -1.234 -1.384 0.70
H -1.804 -0.836 0.215 0.25
H -4.845 0.478 -0.918 0.46
H -3.640 1.679 -1.365 0.32
H -4.192 1.651 2.286 0.31
H -5.380 0.699 1.334 0.41
H -5.797 2.595 -0.109 0.25
H -4.352 3.471 0.479 0.30
H -6.500 2.718 2.140 0.31
H -1.793 1.390 -2.611 0.68
H -0.450 3.443 -2.806 0.50
H 4.068 3.243 0.839 0.11
H 3.610 4.855 -0.981 0.45
O -0.517 -3.083 -3.151 -0.61
N -0.878 -4.236 -3.285 1.02
O -0.185 -5.127 -3.727 -0.61
C -2.251 -4.572 -2.883 -0.10
C -3.076 -3.569 -2.409 0.20
C -4.376 -3.880 -2.049 -0.52
C -4.834 -5.186 -2.163 -0.45
C -3.990 -6.185 -2.633 -0.45
C -2.689 -5.879 -2.997 -0.41
H -2.723 -2.553 -2.320 0.36
H -5.032 -3.103 -1.682 0.42
H -5.853 -5.427 -1.886 0.38
H -4.348 -7.201 -2.719 0.37
H -2.033 -6.655 -3.365 0.45
O 4.918 -2.560 2.005 -0.61
N 4.680 -1.373 1.962 1.12
O 3.583 -0.895 1.747 -0.72
C 5.792 -0.440 2.184 -0.27
C 7.064 -0.941 2.388 -0.53
C 8.112 -0.055 2.576 -0.42
C 7.876 1.314 2.564 -0.52
C 6.590 1.799 2.368 -0.48
C 5.538 0.919 2.175 0.35
H 7.246 -2.006 2.398 0.46
H 9.114 -0.431 2.731 0.38
H 8.698 2.004 2.707 0.38
H 6.408 2.866 2.364 0.43
H 4.536 1.294 2.025 0.42


62
Properties=species:S:1:pos:R:3:mulliken_charge:R:1 method="wB97M-V/def2-TZVPD" max_force_ev_per_a=0.704 de_lowest_ev=0.000 e_tot_ha=-2973.7375 orbital_gap_ev=7.65 mol_weight_g_mol=862.5
Sn -1.644 -1.520 -0.617 0.36
I -5.139 -2.755 -2.298 0.04
C -5.288 -0.698 -2.844 -0.85
I -3.882 0.706 -2.011 0.09
H -6.271 -0.370 -2.535 0.35
H -5.192 -0.643 -3.920 0.37
C 2.036 -2.593 -5.914 -1.30
C 1.682 -1.171 -5.587 0.95
C 1.230 -0.297 -6.562 -0.75
C 0.925 1.018 -6.244 0.23
Cl 0.384 2.100 -7.492 -0.25
C 1.052 1.474 -4.948 -1.04
C 1.500 0.608 -3.960 -0.33
C 1.818 -0.707 -4.272 0.69
O 2.299 -1.627 -3.384 -0.49
C 2.387 -1.317 -1.999 -1.11
C 1.010 -1.405 -1.334 1.62
O 0.617 -2.509 -0.900 -0.79
O 0.290 -0.362 -1.287 -0.44
H 1.857 -2.806 -6.966 0.40
H 1.451 -3.284 -5.306 0.29
H 3.087 -2.782 -5.687 0.29
H 1.117 -0.639 -7.583 0.36
H 0.803 2.496 -4.697 0.43
H 1.568 0.974 -2.949 0.27
H 2.844 -0.340 -1.832 0.37
H 3.025 -2.091 -1.580 0.35
N -1.765 -0.743 1.244 -0.62
P -0.797 0.010 2.221 1.67
C -0.905 1.814 2.011 -0.06
C -0.846 2.305 0.708 0.03
C -1.006 3.659 0.466 -0.93
C -1.230 4.529 1.527 -0.49
C -1.288 4.044 2.824 -0.69
C -1.129 2.687 3.070 -0.39
C -1.234 -0.308 3.954 -0.35
C -2.588 -0.380 4.274 -0.09
C -2.979 -0.630 5.579 -0.73
C -2.021 -0.817 6.566 -0.40
C -0.672 -0.755 6.250 -0.77
C -0.275 -0.494 4.946 -0.07
C 0.973 -0.393 2.139 0.20
C 1.314 -1.739 2.253 -0.10
C 2.638 -2.131 2.147 -0.77
C 3.623 -1.179 1.920 -0.49
C 3.285 0.161 1.795 -0.71
C 1.960 0.557 1.903 -0.28
H -0.666 1.609 -0.104 0.40
H -0.963 4.038 -0.547 0.47
H -1.355 5.587 1.339 0.38
H -1.464 4.723 3.649 0.40
H -1.180 2.303 4.082 0.37
H -3.316 -0.240 3.484 0.39
H -4.031 -0.690 5.830 0.39
H -2.326 -1.011 7.587 0.39
H 0.073 -0.917 7.018 0.40
H 0.776 -0.429 4.699 0.38
H 0.530 -2.470 2.411 0.39
H 2.897 -3.180 2.219 0.39
H 4.658 -1.484 1.830 0.38
H 4.053 0.901 1.606 0.41
H 1.687 1.600 1.804 0.40